#A
This record from the Open Molecules 2025 dataset describes a gas-phase ion, C4H9NO2 (charge -1). The level of theory is wB97M-V/def2-TZVPD.

Values from the calculation:
spin multiplicity: 2
Kohn-Sham gap (spin up / spin down): 3.12 / 6.92 eV
charge: -1

XYZ file:
```
16
Properties=species:S:1:pos:R:3:lowdin_charge:R:1
H -0.87 1.36 0.75 0.0887
H 1.29 0.05 -1.54 0.0849
C -2.22 0.00 0.22 -0.3305
H 3.67 -0.01 -0.31 0.0373
H -2.54 0.76 -1.50 0.0847
C 2.74 -0.51 0.05 -0.5131
N -0.94 0.67 0.01 -0.0519
H 1.81 1.20 -0.33 0.0738
H 0.44 -0.14 1.44 0.1080
C 0.25 -0.18 0.35 -0.2852
O -3.10 0.24 -0.88 -0.1059
H -2.09 -1.08 0.27 0.1041
O 2.76 -1.67 0.54 -0.2186
H -2.68 0.37 1.14 0.1059
C 1.44 0.18 -0.45 -0.2860
H 0.03 -1.25 0.24 0.1037
```



#B
This record from the Open Molecules 2025 dataset describes 2 unconnected molecules or ions with the total composition C4H9NO2. The level of theory is wB97M-V/def2-TZVPD.

Values from the calculation:
spin multiplicity: 2
Kohn-Sham gap (spin up / spin down): 7.00 / 5.48 eV
charge: -1

XYZ file:
```
16
Properties=species:S:1:pos:R:3:lowdin_charge:R:1
O 1.05 -2.50 0.62 -0.5595
H 0.38 -0.69 0.85 0.0500
C -0.06 0.91 -1.38 -0.3998
H 0.45 -1.19 -1.01 0.0812
O 1.04 1.39 -1.18 0.0188
H -0.03 1.15 2.81 0.0575
C -0.14 1.17 1.72 -0.1028
H 0.77 1.52 1.24 0.0497
H -1.09 -1.02 -2.00 0.1119
H -0.89 1.93 1.47 0.0612
H -0.76 1.51 -1.99 0.1108
N -1.16 0.11 -0.28 0.0240
C -0.56 -0.14 1.05 -0.2786
H -1.13 -0.85 1.65 0.1149
C -0.40 -0.57 -1.28 -0.1593
H 1.77 -3.13 0.49 -0.1799
```



Least stable of them? #B.



#A
This record from the Open Molecules 2025 dataset describes C3H3ClOS in the gas phase. The level of theory is wB97M-V/def2-TZVPD.

Values from the calculation:
Kohn-Sham gap: 9.59 eV
charge: 0

XYZ file:
```
9
Properties=species:S:1:pos:R:3:lowdin_charge:R:1
H -1.30 -1.33 -0.70 0.1128
C -0.31 -1.05 -0.34 -0.2619
Cl -1.57 0.75 1.50 0.6560
C -0.25 -0.10 0.82 -0.8521
H 0.36 -1.90 -0.29 0.0921
S 1.45 0.51 0.48 0.9304
O 1.63 1.92 0.77 -0.4998
H -0.28 0.98 -1.38 0.0986
C 0.26 0.23 -0.85 -0.2761
```



#B
This record from the Open Molecules 2025 dataset describes C3H3ClOS in the gas phase. The level of theory is wB97M-V/def2-TZVPD.

Values from the calculation:
Kohn-Sham gap: 8.43 eV
charge: 0

XYZ file:
```
9
Properties=species:S:1:pos:R:3:lowdin_charge:R:1
Cl -2.28 1.93 -0.07 0.2641
C -0.63 -0.83 0.48 -0.1556
H -0.82 -1.73 -0.18 0.1215
C 0.71 -0.10 0.18 -0.4328
H -1.09 -0.79 1.49 0.1233
S 2.33 -0.35 0.01 0.9389
H -0.64 0.57 -1.31 0.0300
O 3.13 0.83 -0.30 -0.5433
C -0.72 0.48 -0.29 -0.3460
```



Least stable of them? #B.



#A
This record from the Open Molecules 2025 dataset describes C6H8O2 in the gas phase. The level of theory is wB97M-V/def2-TZVPD.

Values from the calculation:
structure (SMILES): Cc1occc1CO
Kohn-Sham gap: 9.20 eV
charge: 0

XYZ file:
```
16
Properties=species:S:1:pos:R:3:lowdin_charge:R:1
H -0.95 -2.49 0.83 0.0921
C 1.58 0.72 0.10 -0.2247
O -1.91 -0.34 0.10 0.0543
O 2.26 0.08 -0.96 -0.0674
H 2.06 0.05 0.92 0.1520
C -0.82 1.55 0.08 -0.0373
C -0.17 -2.10 0.17 0.0274
C 0.11 0.47 0.06 -0.1636
H 2.08 0.55 -1.80 0.0976
H -0.33 -2.57 -0.82 0.0999
H -3.06 1.38 0.25 0.1407
C -2.02 1.00 0.13 -0.1230
H 0.84 -1.98 0.41 0.0613
C -0.65 -0.68 0.16 -0.3065
H 1.65 1.78 0.29 0.1075
H -0.67 2.57 0.09 0.0898
```



#B
This record from the Open Molecules 2025 dataset describes C6H8O2 in the gas phase. The level of theory is wB97M-V/def2-TZVPD.

Values from the calculation:
structure (SMILES): O[C@H]1[C@H]2O[C@H]3C[C@H]3[C@@H]12
Kohn-Sham gap: 9.84 eV
charge: 0

XYZ file:
```
16
Properties=species:S:1:pos:R:3:lowdin_charge:R:1
C -1.57 0.12 0.32 -0.3046
H -2.67 -0.22 0.57 0.1789
H 0.87 1.90 -0.61 0.0957
H -1.09 -2.08 -0.13 0.1432
H 2.40 -0.88 -0.74 0.1615
C -0.41 -0.25 1.21 -0.0648
H 1.77 0.31 1.84 0.1332
O 0.39 -0.99 -1.02 -0.0321
H -0.72 -0.66 2.17 0.1245
O -1.53 1.14 -0.58 -0.0002
H 2.49 1.47 -0.14 0.1176
C 1.45 -0.35 -0.45 -0.2918
C 1.43 1.12 -0.12 -0.0821
C -0.70 -1.07 -0.07 -0.1783
C 1.11 0.14 0.98 -0.1194
H -1.82 0.76 -1.43 0.1186
```



Least stable of them? #B.